Here is C45H38F5N2O2P2RuS as an isolated structure in a non-equilibrium geometry from OMol25. Energies are from the ωB97M-V functional and the def2-TZVPD basis.

HOMO-LUMO gap (spin up / spin down): 6.9 / 6.7 eV
Spin multiplicity: 2
Expectation value of S²: 0.76
ΔE to the lowest compared entry with this formula, charge and spin: 69.61 kcal/mol
Total charge: 0
LUMO (spin up / spin down): 0.3 / 0.4 eV
Electronic energy: -99934.9863 eV

The geometry in XYZ format:
```
96
C45H38F5N2O2P2RuS | OMol25 | the ωB97M-V functional and the def2-TZVPD basis
Ru -0.5081 0.5437 -0.6093
O 1.6864 0.9782 1.5501
C 1.4044 0.7385 2.8685
C 2.3439 0.3954 3.8344
C 1.9420 0.2082 5.1460
C 0.6116 0.3661 5.5045
C -0.3315 0.6255 4.5275
C 0.0440 0.8028 3.1960
P -1.1840 0.6568 1.8257
C -1.5219 -1.1202 2.2036
C -2.3913 -1.5593 3.2023
C -2.4678 -2.9049 3.5258
C -1.6668 -3.8307 2.8761
C -0.7778 -3.4043 1.9000
C -0.7060 -2.0599 1.5719
C -2.5918 1.5765 2.5192
C -3.9100 1.1523 2.3542
C -4.9560 1.9417 2.8080
C -4.7039 3.1731 3.3950
C -3.3960 3.6217 3.5230
C -2.3466 2.8317 3.0855
C 2.9738 1.0628 1.0931
C 3.9527 1.8044 1.7442
C 5.2567 1.7704 1.2857
C 5.5867 0.9885 0.1851
C 4.5910 0.3345 -0.5133
C 3.2594 0.3813 -0.0942
P 1.8757 0.0060 -1.2728
C 2.3514 -1.6363 -1.8950
C 2.3720 -1.9797 -3.2438
C 2.7129 -3.2679 -3.6294
C 3.0059 -4.2302 -2.6756
C 2.9190 -3.9130 -1.3274
C 2.5892 -2.6259 -0.9395
C 2.4824 1.2361 -2.4983
C 1.9771 2.5289 -2.3407
C 2.4026 3.5662 -3.1553
C 3.3700 3.3346 -4.1223
C 3.9091 2.0644 -4.2582
C 3.4721 1.0205 -3.4548
H 3.3799 0.2568 3.5635
H 2.6776 -0.0777 5.8861
H 0.3063 0.2449 6.5357
H -1.3812 0.6841 4.7863
H -3.0259 -0.8492 3.7174
H -3.1603 -3.2345 4.2905
H -1.7304 -4.8792 3.1390
H -0.1430 -4.1217 1.3930
H -0.0054 -1.7201 0.8125
H -4.1098 0.2093 1.8649
H -5.9754 1.5957 2.6950
H -5.5218 3.7905 3.7427
H -3.2044 4.5902 3.9670
H -1.3222 3.1696 3.1994
H 3.6917 2.3988 2.6099
H 6.0156 2.3499 1.7945
H 6.6158 0.9185 -0.1426
H 4.8362 -0.2237 -1.4083
H 2.1227 -1.2406 -3.9921
H 2.7484 -3.5267 -4.6803
H 3.2999 -5.2249 -2.9837
H 3.1093 -4.6701 -0.5776
H 2.5144 -2.3734 0.1131
H 1.2574 2.6931 -1.5479
H 1.9832 4.5573 -3.0303
H 3.7187 4.1408 -4.7546
H 4.6825 1.8835 -4.9944
H 3.9128 0.0407 -3.5804
C -0.5603 -0.2031 -4.7263
O -0.1675 0.1349 -3.3822
C -0.7168 1.1408 -2.7193
C -1.6415 1.9696 -3.5314
H -0.0735 0.4539 -5.4506
H -1.6411 -0.1446 -4.8467
H -0.2453 -1.2310 -4.8816
H -2.6059 1.4581 -3.6134
H -1.2470 2.1274 -4.5392
H -1.8128 2.9402 -3.0695
F -3.8505 -5.7750 -0.8173
C -3.6464 -4.4548 -0.8266
C -4.4607 -3.6143 -0.0890
F -5.4464 -4.1350 0.6493
C -4.2578 -2.2484 -0.1089
F -5.0779 -1.4879 0.6278
C -3.2294 -1.6500 -0.8412
S -3.0752 0.0779 -0.9515
C -2.3957 -2.5455 -1.5286
F -1.3135 -2.0679 -2.1546
C -2.5950 -3.9084 -1.5387
F -1.7564 -4.7063 -2.2127
N -2.5492 3.3804 -0.3658
N -1.1406 3.0584 -0.2249
H -3.0223 3.0119 0.4515
H -2.8866 2.8298 -1.1474
H -0.8463 3.4370 0.6674
H -0.6634 3.5914 -0.9420
```


Here is C45H38IrN5O6P as an isolated structure from OMol25. Energies are from the ωB97M-V functional and the def2-TZVPD basis.

HOMO-LUMO gap: 8.0 eV
ΔE to the lowest compared entry with this formula, charge and spin: 1.95 kcal/mol
Total charge: +1
LUMO: -3.5 eV
Electronic energy: -79138.6768 eV

The geometry in XYZ format:
```
96
C45H38IrN5O6P | OMol25 | the ωB97M-V functional and the def2-TZVPD basis
Ir -0.9837 -0.9280 0.4456
C -0.8306 -2.9185 -2.6362
C -2.1345 -2.2833 -2.2893
C -3.1972 -2.6007 -3.1414
C -4.4610 -2.1299 -2.9057
C -4.6462 -1.3273 -1.7942
C -3.5706 -1.0219 -0.9928
N -2.3005 -1.4813 -1.2192
C -3.7712 -0.1377 0.1678
C -4.8219 0.7571 0.3104
C -4.7962 1.6452 1.3713
C -3.7026 1.6744 2.2237
C -2.6802 0.7673 2.0136
N -2.7855 -0.1680 1.0600
C -1.3979 0.7441 2.7442
C -1.1030 1.6462 3.7419
C 0.0656 1.4752 4.4713
C 0.7923 0.3239 4.2714
C 0.4369 -0.5737 3.2640
C 1.0445 -1.9373 3.2841
N -0.5489 -0.2696 2.4006
H -0.7229 -2.9579 -3.7195
H -0.8055 -3.9423 -2.2551
H 0.0139 -2.3887 -2.2388
H -2.9904 -3.2374 -3.9900
H -5.2860 -2.3800 -3.5583
H -5.6251 -0.9476 -1.5463
H -5.6157 0.8013 -0.4187
H -5.6032 2.3529 1.5031
H -3.6411 2.4121 3.0090
H -1.7637 2.4744 3.9486
H 0.3559 2.1968 5.2224
H 1.6418 0.0834 4.8953
H 2.0698 -1.8983 3.6414
H 1.0097 -2.4531 2.3349
H 0.4600 -2.5255 3.9987
C 1.9310 1.5479 0.7181
C 2.8227 0.4303 1.1742
C 3.9267 0.7430 1.9679
C 4.7848 -0.2324 2.4445
C 4.5480 -1.5637 2.1336
C 3.4534 -1.8930 1.3558
C 2.5828 -0.9165 0.8664
P 1.1940 -1.4137 -0.2295
C 1.6813 -0.7130 -1.8534
C 0.6491 -0.0493 -2.5294
C 0.8617 0.6148 -3.7226
C 2.1375 0.6286 -4.2649
C 3.1662 -0.0167 -3.6042
C 2.9776 -0.6895 -2.3959
C 4.2115 -1.2968 -1.7798
C 1.1771 -3.2321 -0.2175
C 2.1154 -4.0549 -0.8434
C 1.9840 -5.4299 -0.7905
C 0.9124 -5.9906 -0.1018
C -0.0330 -5.1756 0.4942
C 0.0668 -3.7845 0.4298
C -1.0564 -2.9229 0.9815
H 2.4339 2.5067 0.8384
H 1.0107 1.5681 1.3050
H 1.6319 1.4475 -0.3248
H 4.1148 1.7835 2.2042
H 5.6379 0.0456 3.0497
H 5.2103 -2.3407 2.4917
H 3.2718 -2.9354 1.1279
H -0.3483 -0.0389 -2.1167
H 0.0359 1.1210 -4.2052
H 2.3345 1.1406 -5.1978
H 4.1622 -0.0026 -4.0309
H 4.7918 -0.5248 -1.2680
H 4.8443 -1.7182 -2.5610
H 4.0108 -2.0718 -1.0515
H 2.9387 -3.6240 -1.3975
H 2.7084 -6.0632 -1.2847
H 0.8072 -7.0665 -0.0497
H -0.8848 -5.6170 0.9991
H -1.1074 -3.0452 2.0676
H -1.9951 -3.3505 0.6096
O -2.1326 1.5104 -1.9070
C -1.4854 1.9084 -0.9456
O -0.9452 1.1980 -0.0241
C -1.2791 3.3927 -0.7297
C -1.5513 4.2960 -1.7470
C -1.3479 5.6434 -1.5109
C -0.9039 6.1387 -0.2994
C -0.6667 5.2097 0.6944
C -0.8372 3.8539 0.5012
N -0.2119 5.6725 2.0215
O 0.0401 6.8474 2.1518
O -0.1044 4.8322 2.8983
N -1.6241 6.6069 -2.6005
O -1.4427 7.7805 -2.3619
O -2.0146 6.1532 -3.6542
H -1.9123 3.9474 -2.7038
H -0.7575 7.1962 -0.1418
H -0.6322 3.1625 1.3028
```


Here is C45H40BrCl3CoN6O4S2 as an isolated structure in a non-equilibrium geometry from OMol25. Energies are from the ωB97M-V functional and the def2-TZVPD basis.

HOMO-LUMO gap (spin up / spin down): 5.7 / 5.9 eV
Spin multiplicity: 4
Expectation value of S²: 3.76
ΔE to the lowest compared entry with this formula, charge and spin: 0.07 kcal/mol
Total charge: 0
LUMO (spin up / spin down): -1.0 / -1.0 eV
Electronic energy: -231352.4358 eV

The geometry in XYZ format:
```
102
C45H40BrCl3CoN6O4S2 | OMol25 | the ωB97M-V functional and the def2-TZVPD basis
Co -0.3298 -1.1166 1.7592
C -3.0706 0.8717 4.5572
O -2.9149 -0.2305 5.4523
C -2.7642 -1.5144 4.9956
C -3.1890 -2.4962 5.8712
C -3.0691 -3.8502 5.5671
C -2.5222 -4.2221 4.3626
C -2.0634 -3.2537 3.4620
C -1.4265 -3.7071 2.2410
N -0.7784 -2.9535 1.4433
N -0.1534 -3.5408 0.3498
C 0.6809 -2.6815 -0.1721
O 0.8437 -1.4579 0.2505
C 1.4520 -3.1780 -1.3436
C 1.5681 -2.4042 -2.4922
C 2.2236 -2.9070 -3.6097
C 2.7923 -4.1729 -3.5725
C 2.7122 -4.9329 -2.4105
C 2.0345 -4.4428 -1.3044
C -2.1614 -1.8734 3.7663
O -1.7095 -0.9393 2.9460
H -2.1553 1.1078 4.0254
H -3.3619 1.7128 5.1839
H -3.8608 0.6774 3.8268
H -3.6207 -2.1743 6.8133
H -3.4120 -4.5975 6.2736
H -2.4136 -5.2720 4.1092
H -1.4622 -4.7687 2.0013
H 1.1604 -1.4000 -2.5152
H 2.2979 -2.3015 -4.5077
H 3.3042 -4.5643 -4.4447
H 3.1741 -5.9128 -2.3705
H 1.9523 -5.0290 -0.3971
Br -1.0078 5.8042 -0.5350
C -0.5366 4.2239 0.4101
C -0.6248 4.1773 1.7882
C -0.2786 3.0049 2.4470
C 0.1593 1.8782 1.7396
C 0.2779 1.9752 0.3545
C -0.0871 3.1307 -0.3048
N 0.4632 0.6434 2.3419
C 0.8686 0.6018 3.5903
C 1.1000 -0.6446 4.2418
C 1.4601 -0.7211 5.5970
C 1.6240 -1.9537 6.1837
C 1.4737 -3.1027 5.4052
C 1.1419 -2.9458 4.0715
N 0.9338 -1.7654 3.5008
H -0.9783 5.0329 2.3484
H -0.3905 2.9631 3.5235
H 0.6747 1.1242 -0.1903
H -0.0142 3.1923 -1.3786
H 1.0780 1.5178 4.1325
H 1.5802 0.1957 6.1649
H 1.8706 -2.0351 7.2350
H 1.5994 -4.0897 5.8309
H 1.0413 -3.8126 3.4232
Cl -3.1850 3.1346 -9.4695
C -2.6363 2.7590 -7.8708
C -2.9982 3.5663 -6.8086
C -2.5378 3.2477 -5.5412
C -1.7350 2.1382 -5.2994
C -1.3085 1.8658 -3.8628
C -2.0772 0.6283 -3.3572
N -2.1976 0.4520 -1.9178
C -3.0365 1.1272 -1.0520
C -2.7613 0.6317 0.1879
N -1.8065 -0.3584 0.0950
C -1.4859 -0.4240 -1.1758
O 0.0895 1.7108 -3.7149
C 0.8288 2.7871 -4.3421
C 1.4724 3.7896 -3.4293
C 2.6089 3.5839 -2.7052
Cl 3.6392 2.2204 -2.7771
S 3.0349 4.9296 -1.7311
C 1.7054 5.8273 -2.3238
C 0.9688 5.1090 -3.2070
C -1.3906 1.3428 -6.3975
Cl -0.3899 -0.0685 -6.2394
C -1.8328 1.6497 -7.6750
H -3.6294 4.4307 -6.9693
H -2.8121 3.8869 -4.7077
H -1.6347 2.7302 -3.2742
H -1.5990 -0.2665 -3.7431
H -3.0776 0.6978 -3.7774
H -3.7249 1.8876 -1.3907
H -3.2016 0.8957 1.1399
H -0.7786 -1.1114 -1.6117
H 0.1613 3.3323 -5.0107
H 1.5881 2.3005 -4.9552
H 1.5285 6.8327 -1.9660
H 0.0909 5.5067 -3.7068
H -1.5566 1.0210 -8.5119
C 4.7364 -1.2773 3.2195
S 3.6929 -1.0358 1.7640
C 4.6797 -1.9582 0.5658
H 4.8599 -2.3434 3.4219
H 4.2220 -0.8116 4.0624
H 5.7116 -0.8068 3.0832
H 5.6466 -1.4774 0.4059
H 4.1171 -1.9682 -0.3696
H 4.8244 -2.9852 0.9079
```


Here is C45H40EuN6O2S2Si as an isolated structure in a non-equilibrium geometry from OMol25. Energies are from the ωB97M-V functional and the def2-TZVPD basis.

HOMO-LUMO gap (spin up / spin down): 6.9 / 7.0 eV
Spin multiplicity: 7
Expectation value of S²: 12.02
Total charge: -1
LUMO (spin up / spin down): 2.3 / 2.3 eV
Electronic energy: -109231.6237 eV

The geometry in XYZ format:
```
97
C45H40EuN6O2S2Si | OMol25 | the ωB97M-V functional and the def2-TZVPD basis
Eu -0.2723 -0.0660 0.4615
S -0.3439 1.7759 5.0868
C -0.1845 0.0401 5.2244
C -0.1333 -0.7949 6.3429
C -0.1148 -2.1679 6.1377
C -0.1292 -2.7022 4.8602
C -0.1242 -1.8738 3.7557
C -0.1674 -0.5127 3.9230
N -0.2508 0.4257 2.9219
C -0.3323 1.6667 3.3467
C -0.3871 2.8227 2.4644
C -0.5322 4.1351 2.9021
C -0.5377 5.1628 1.9921
C -0.5059 4.8314 0.6244
C -0.3681 3.5179 0.1752
C -0.3328 2.4572 1.0814
H -0.0238 -0.3390 7.3201
H -0.0093 -2.8449 6.9890
H -0.0367 -3.7500 4.6973
H -0.0658 -2.2512 2.7315
H -0.5742 4.3383 3.9664
H -0.6127 6.1487 2.3715
H -0.5580 5.6576 -0.0769
H -0.3281 3.2739 -0.8709
C 1.6125 -0.6727 -3.1253
C 0.3551 0.1387 -3.1283
C -0.0852 0.6562 -4.3132
C -1.3249 1.3315 -4.3364
C -2.0520 1.5024 -3.1741
C -1.5600 0.9301 -1.9570
N -0.3112 0.2671 -1.9867
N -2.0995 1.0122 -0.7621
Si -3.6415 1.7021 -0.3198
C -3.7223 3.4871 -0.8169
C -5.0524 0.8162 -1.1786
C -3.8553 1.5313 1.4985
H 1.3920 -1.6657 -3.5298
H 1.9472 -0.8177 -2.0969
H 2.3855 -0.2215 -3.7489
H 0.5028 0.4859 -5.2095
H -1.7120 1.7043 -5.2701
H -2.9968 2.0189 -3.1622
H -3.8563 3.6231 -1.8894
H -2.8078 4.0174 -0.5583
H -4.5128 4.0303 -0.2818
H -5.1934 1.1287 -2.2295
H -5.9467 1.1231 -0.6184
H -4.9199 -0.2566 -1.1971
H -4.7980 2.0108 1.7401
H -3.0093 2.0568 1.9907
H -3.8694 0.5036 1.8776
C 5.1938 3.3656 -4.4126
C 4.5904 2.6570 -3.2163
C 5.4433 1.8918 -2.4426
C 4.9995 1.3356 -1.2509
C 3.6782 1.5535 -0.8137
C 2.8121 2.3547 -1.5898
C 3.2663 2.8830 -2.7603
S 3.1150 0.6588 0.6944
O 4.3540 0.2611 1.3517
O 2.2291 1.5463 1.3947
N 2.2190 -0.6116 0.3674
C 2.7560 -1.8238 -0.0203
C 4.0170 -2.1314 -0.4662
C 4.4247 -3.4195 -0.9065
C 3.5558 -4.4467 -0.8457
C 2.2580 -4.2285 -0.3180
C 1.3558 -5.3219 -0.1243
C 0.1193 -5.1085 0.3693
C -0.2365 -3.7853 0.6811
N 0.5593 -2.7485 0.5274
C 1.8354 -2.9515 0.0468
H 6.0334 2.8338 -4.8412
H 5.5194 4.4024 -4.2591
H 4.4692 3.4669 -5.2168
H 6.4811 1.7568 -2.7214
H 5.6565 0.7447 -0.6233
H 1.7773 2.4664 -1.2438
H 2.6412 3.5340 -3.3785
H 4.6971 -1.3195 -0.5294
H 5.3957 -3.5575 -1.3063
H 3.8519 -5.4389 -1.1486
H 1.7497 -6.2935 -0.4218
H -0.5847 -5.9031 0.4564
H -1.2008 -3.5781 1.1002
N -5.8671 -5.5430 0.1029
C -5.0527 -4.7332 0.2172
C -4.0945 -3.6654 0.4513
C -3.3524 -3.0850 -0.6072
C -2.4593 -2.0798 -0.3678
C -2.2582 -1.5707 0.9498
C -3.0417 -2.1258 1.9840
C -3.9544 -3.1383 1.7364
H -3.5324 -3.4365 -1.6239
H -1.8604 -1.7253 -1.2090
H -2.9867 -1.7659 3.0260
H -4.5167 -3.5702 2.5631
```


Q: Number 4 is which compound?
A: C45H40EuN6O2S2Si